Entry 1:
C48H31BrClF4N2O6PS2Sr as an isolated structure, computed with ωB97M-V with the def2-TZVPD basis set.

```
! wB97M-V def2-TZVPD RIJCOSX def2/J DEFGRID3
* xyz -2 1
Sr 0.332 -0.266 -0.194
Cl -4.173 6.228 0.332
C -3.167 4.797 0.507
C -2.620 4.494 1.756
C -1.829 3.387 1.910
C -1.510 2.514 0.816
O -0.718 1.546 0.969
C -2.145 2.825 -0.447
C -2.116 1.972 -1.621
N -1.541 0.834 -1.734
C -1.892 -0.017 -2.800
C -3.160 -0.099 -3.315
C -3.521 -1.072 -4.276
C -2.620 -1.994 -4.707
C -1.294 -1.972 -4.196
C -0.324 -2.924 -4.584
C 0.935 -2.860 -4.075
C 1.229 -1.825 -3.160
N 0.350 -0.942 -2.778
C -0.920 -0.996 -3.260
C -2.942 3.973 -0.565
H -2.827 5.140 2.600
H -1.407 3.134 2.876
H -2.711 2.362 -2.458
H -3.923 0.570 -2.937
H -4.541 -1.088 -4.640
H -2.895 -2.762 -5.420
H -0.609 -3.705 -5.280
H 1.701 -3.578 -4.332
H 2.225 -1.720 -2.740
H -3.398 4.202 -1.522
F -0.696 3.204 7.937
C -0.063 2.667 6.886
C 1.138 3.194 6.454
F 1.666 4.240 7.101
C 1.783 2.630 5.363
F 2.945 3.207 5.034
C 1.273 1.541 4.662
P 1.992 0.794 3.093
C 2.781 2.296 2.435
C 1.987 3.421 2.231
C 2.505 4.545 1.612
C 3.822 4.549 1.174
C 4.609 3.424 1.350
C 4.091 2.299 1.975
C 3.316 -0.132 3.963
C 3.158 -1.515 3.939
C 4.028 -2.353 4.619
C 5.096 -1.811 5.318
C 5.286 -0.437 5.320
C 4.405 0.395 4.648
C 0.062 1.023 5.143
Br -0.744 -0.503 4.369
C -0.597 1.575 6.229
F -1.757 1.080 6.681
H 0.943 3.411 2.524
H 1.864 5.401 1.441
H 4.222 5.418 0.665
H 5.625 3.404 0.974
H 4.701 1.410 2.079
H 2.362 -1.936 3.342
H 3.882 -3.425 4.570
H 5.790 -2.459 5.841
H 6.132 -0.008 5.845
H 4.577 1.466 4.649
O 4.594 -1.215 0.992
C 3.753 -0.505 0.421
O 2.660 -0.121 0.947
C 4.045 -0.043 -1.021
C 5.097 -0.752 -1.610
C 5.549 -0.519 -2.895
C 4.929 0.495 -3.621
C 3.897 1.211 -3.060
C 3.385 0.983 -1.757
S 2.032 2.012 -1.310
H 5.554 -1.512 -0.991
H 6.361 -1.100 -3.317
H 5.248 0.733 -4.632
H 3.415 1.996 -3.629
C -1.640 -5.440 5.444
C -1.371 -4.905 4.067
C -2.158 -5.288 2.985
C -1.933 -4.776 1.715
C -0.906 -3.866 1.520
C -0.110 -3.481 2.581
C -0.341 -3.998 3.847
S -0.655 -3.152 -0.085
O 0.753 -2.722 -0.099
O -1.006 -4.165 -1.052
O -1.515 -1.948 -0.116
H -2.340 -6.276 5.417
H -2.068 -4.671 6.091
H -0.722 -5.786 5.925
H -2.961 -6.000 3.141
H -2.544 -5.082 0.877
H 0.691 -2.776 2.412
H 0.288 -3.675 4.668
*
```

The value obtained for the energy above the lowest of the compared OMol25 structures with the same formula, charge and spin is 0.431 eV. The value obtained for the orbital gap is 5.302 eV. The calculation puts the HOMO energy at -1.4 eV.

These are the Mulliken partial charges, in e, on atoms 1 to 4:
1 Sr 1.117
2 Cl -0.305
3 C 0.008
4 C -0.541


Entry 2:
CH7N2O2P as an isolated structure, computed with ωB97M-V with the def2-TZVPD basis set.

```
! wB97M-V def2-TZVPD RIJCOSX def2/J DEFGRID3
* xyz 0 1
C 1.486 -1.044 0.427
N 0.576 1.517 0.239
N 0.242 0.224 -0.351
O -2.011 0.996 -0.268
O -1.573 -1.453 -1.036
P -1.272 -0.412 0.242
H 1.987 -1.459 -0.416
H 2.110 -0.213 0.937
H 1.056 -1.770 1.096
H 1.471 1.759 -0.014
H -0.070 1.897 0.881
H -2.889 1.211 0.109
H -1.113 -1.251 -1.846
*
```

The value obtained for the energy above the lowest of the compared OMol25 structures with the same formula, charge and spin is 3.534 eV. The value obtained for the orbital gap is 8.957 eV. The calculation puts the HOMO energy at -8.0 eV.

These are the Mulliken partial charges, in e, on atoms 1 to 4:
1 C -0.676
2 N -0.400
3 N -0.173
4 O -0.483


Entry 3:
C43H51N7O7PSeSiTa as an isolated structure, computed with ωB97M-V with the def2-TZVPD basis set.

```
! wB97M-V def2-TZVPD RIJCOSX def2/J DEFGRID3
* xyz 2 1
Ta 1.432 0.783 0.587
O 0.066 -7.203 -1.269
C 0.045 -5.917 -1.626
O 0.029 -5.593 -2.786
C 0.136 -4.877 -0.555
C 1.062 -4.950 0.476
C 1.321 -3.831 1.258
C 0.640 -2.647 1.008
C -0.364 -2.605 0.044
C -0.612 -3.714 -0.734
N 0.983 -1.440 1.674
C 1.085 -1.461 2.943
C 1.576 -0.295 3.664
C 1.666 -0.279 5.044
C 2.170 0.858 5.662
C 2.581 1.912 4.869
C 2.480 1.802 3.488
N 1.978 0.726 2.898
H -0.056 -7.311 -0.317
H 1.646 -5.851 0.630
H 2.115 -3.859 1.995
H -0.932 -1.694 -0.085
H -1.367 -3.692 -1.511
H 0.826 -2.350 3.517
H 1.346 -1.138 5.617
H 2.245 0.911 6.739
H 2.990 2.815 5.300
H 2.828 2.590 2.835
C -12.053 3.207 -1.142
O -11.289 2.080 -1.553
C -9.995 2.018 -1.193
C -9.301 0.883 -1.621
C -7.971 0.735 -1.298
C -7.316 1.709 -0.545
C -8.006 2.842 -0.122
C -9.340 3.000 -0.444
N -5.952 1.458 -0.271
N -5.390 2.281 0.470
C -4.021 2.006 0.727
C -3.562 2.398 1.959
C -2.241 2.163 2.376
C -1.367 1.540 1.524
O -0.099 1.276 1.846
C -1.789 1.189 0.224
N -0.808 0.665 -0.570
C -1.137 0.377 -1.812
C -2.415 0.582 -2.342
C -3.404 1.101 -1.549
C -3.116 1.415 -0.203
H -13.052 3.046 -1.533
H -11.644 4.130 -1.558
H -12.094 3.276 -0.053
H -9.831 0.140 -2.200
H -7.417 -0.139 -1.616
H -7.491 3.596 0.456
H -9.864 3.884 -0.113
H -4.259 2.887 2.627
H -1.910 2.462 3.361
H -0.359 0.002 -2.458
H -2.599 0.350 -3.382
H -4.391 1.279 -1.945
N 4.147 2.021 -2.363
C 4.001 0.569 -2.648
P 2.203 0.195 -2.624
O 1.581 1.357 -3.289
O 1.663 -0.183 -1.214
C 2.104 -1.357 -3.611
N 1.408 -2.463 -2.928
H 5.049 2.393 -2.657
H 4.052 2.104 -1.308
H 3.387 2.535 -2.826
H 4.592 -0.003 -1.936
H 4.335 0.388 -3.670
H 3.124 -1.685 -3.825
H 1.635 -1.093 -4.560
H 1.061 -3.168 -3.575
H 0.625 -2.130 -2.372
H 2.165 -2.901 -2.026
C 3.592 -5.157 -2.059
C 3.721 -4.055 -1.062
O 2.996 -3.038 -1.159
C 4.685 -4.100 0.027
C 5.522 -5.207 0.211
C 6.437 -5.214 1.249
C 6.522 -4.121 2.101
C 5.696 -3.015 1.923
C 4.778 -3.001 0.893
H 2.661 -5.084 -2.615
H 3.650 -6.137 -1.590
H 4.433 -5.088 -2.755
H 5.470 -6.058 -0.453
H 7.086 -6.067 1.392
H 7.243 -4.129 2.909
H 5.779 -2.160 2.581
H 4.142 -2.137 0.741
Se 3.845 0.814 0.707
C 3.778 4.516 0.631
Si 1.907 4.472 0.477
C 1.087 4.930 2.099
C 1.400 5.718 -0.823
C 1.242 2.806 -0.106
H 4.249 4.666 -0.347
H 4.201 3.613 1.074
H 4.079 5.366 1.246
H 1.193 6.002 2.278
H 1.503 4.417 2.967
H 0.018 4.705 2.065
H 1.767 6.717 -0.576
H 0.313 5.778 -0.908
H 1.792 5.456 -1.809
H 1.498 2.728 -1.178
H 0.155 2.963 -0.109
*
```

The value obtained for the energy above the lowest of the compared OMol25 structures with the same formula, charge and spin is 0.000 eV. The value obtained for the orbital gap is 5.460 eV. The calculation puts the HOMO energy at -11.1 eV.

These are the Mulliken partial charges, in e, on atoms 1 to 4:
1 Ta 1.172
2 O -0.472
3 C 0.345
4 O -0.526


Entry 4:
One molecule with the formula C2H6OS, computed with ωB97M-V with the def2-TZVPD basis set.

```
! wB97M-V def2-TZVPD RIJCOSX def2/J DEFGRID3
* xyz 0 1
C 0.371 0.648 0.504
C 0.005 -0.255 -0.693
H 1.639 -0.465 1.508
H 0.336 1.548 -0.070
H -0.504 0.615 1.230
H 0.074 -1.335 -0.424
H 0.556 -0.104 -1.677
H -2.381 -1.081 -0.325
O 1.653 0.434 1.048
S -1.750 -0.004 -1.101
*
```

The value obtained for the energy above the lowest of the compared OMol25 structures with the same formula, charge and spin is 0.465 eV. The SMILES is OCCS. The value obtained for the orbital gap is 9.873 eV. The calculation puts the HOMO energy at -9.2 eV.

These are the Mulliken partial charges, in e, on atoms 1 to 4:
1 C -0.374
2 C -0.488
3 H 0.316
4 H 0.299


Entry 5:
C35H34ClEuNOSi2 as an isolated structure, computed with ωB97M-V with the def2-TZVPD basis set.

```
! wB97M-V def2-TZVPD RIJCOSX def2/J DEFGRID3
* xyz 0 8
C -1.976 -0.350 4.125
C -2.626 -0.210 2.851
C -2.240 -1.335 2.051
H -3.264 0.624 2.523
C -1.377 -2.162 2.831
C -1.207 -1.549 4.098
H -0.637 -1.948 4.919
H -2.050 0.358 4.948
H -2.551 -1.523 1.019
H -0.959 -3.105 2.497
Eu -0.086 0.113 2.325
Si 3.067 1.147 -0.741
C 1.212 2.100 -0.757
C 1.266 3.466 -1.082
H 2.206 3.934 -1.403
C 0.126 4.294 -1.051
H 0.224 5.343 -1.371
C -1.092 3.737 -0.613
H -1.993 4.356 -0.631
C -1.168 2.396 -0.180
H -2.113 1.964 0.202
C -0.026 1.576 -0.277
H -0.183 0.480 -0.083
C -0.971 -1.573 -1.307
C -2.353 -1.772 -1.534
H -2.938 -0.935 -1.963
C -2.876 -3.064 -1.312
H -3.952 -3.252 -1.449
C -1.972 -4.090 -0.930
H -2.286 -5.141 -0.977
C -0.706 -3.769 -0.387
H -0.074 -4.521 0.094
C -0.212 -2.469 -0.487
H 0.750 -2.139 -0.056
H 2.793 -0.271 -0.212
Si 0.347 -0.558 -2.142
C 0.776 -1.820 -3.468
C -0.080 -1.771 -4.576
H -0.611 -0.860 -4.848
C -0.260 -2.931 -5.340
H -0.916 -2.909 -6.199
C 0.423 -4.117 -5.025
H 0.263 -5.034 -5.617
C 1.310 -4.142 -3.950
H 1.872 -5.064 -3.744
C 1.517 -2.981 -3.179
H 2.219 -2.995 -2.353
C 0.025 0.951 -3.200
C -1.316 1.194 -3.508
H -2.092 0.522 -3.122
C -1.685 2.307 -4.269
H -2.752 2.513 -4.468
C -0.674 3.179 -4.724
H -0.974 4.087 -5.261
C 0.684 2.924 -4.467
H 1.432 3.673 -4.774
C 1.035 1.761 -3.779
H 2.096 1.510 -3.656
H 4.408 1.149 -1.443
Cl 3.743 2.378 0.846
O 1.991 -0.714 3.309
C 2.294 -0.600 4.753
C 1.684 0.682 5.276
C 1.925 1.226 6.554
C 1.269 2.415 6.903
C 0.358 2.997 6.030
C 0.097 2.348 4.829
N 0.797 1.266 4.446
H 2.480 -1.456 2.915
H 1.869 -1.480 5.269
H 3.391 -0.582 4.857
H 2.667 0.738 7.192
H 1.447 2.859 7.878
H -0.225 3.873 6.292
H -0.593 2.750 4.081
*
```

The expectation value of S² is 15.761. The value obtained for the orbital gap (alpha / beta) is 4.410 / 4.409 eV. The calculation puts the HOMO energy (alpha / beta) at -4.8 / -4.8 eV.

These are the Mulliken partial charges, in e, on atoms 1 to 4:
1 C -0.576
2 C -0.949
3 C -0.251
4 H 0.439


Number 1: maximum force 2.0 eV Å⁻¹. Number 2: maximum force 4.4 eV Å⁻¹. Number 3: maximum force 1.0 eV Å⁻¹. Number 4: maximum force 2.5 eV Å⁻¹. Number 5: maximum force 3.4 eV Å⁻¹.